# 1
A 10-piece molecular cluster, C23H47F6N2O23S3 overall at a distorted geometry, computed with ωB97M-V/def2-TZVPD.

```
! wB97M-V def2-TZVPD RIJCOSX def2/J DEFGRID3
* xyz -1 1
N 3.12 -0.50 4.11
H 2.76 -1.02 4.91
H 3.77 -1.15 3.64
H 3.60 0.31 4.48
H 2.30 -0.35 3.52
N 2.48 -2.04 0.26
H 1.53 -1.67 0.53
H 2.92 -1.27 -0.23
H 2.33 -2.75 -0.49
H 2.92 -2.35 1.13
C 1.80 -3.51 -3.12
O 2.58 -3.74 -2.02
H 0.93 -2.84 -2.92
H 2.28 -3.25 -4.08
H 1.26 -4.44 -3.42
C 4.09 -3.82 3.03
O 3.08 -4.48 2.23
O 4.21 -2.54 2.59
C 3.81 -3.97 4.56
F 2.69 -3.29 4.90
F 3.62 -5.28 4.81
F 4.78 -3.47 5.32
C 1.69 -4.38 2.53
C 0.89 -5.17 1.49
H 1.19 -6.22 1.49
H -0.12 -5.26 1.91
H 0.91 -4.74 0.50
H 1.35 -3.34 2.51
H 1.52 -4.77 3.54
H 4.97 -4.41 2.75
C 0.23 0.47 1.47
O 0.13 -0.67 0.57
O 1.07 0.05 2.42
C 0.77 1.61 0.54
F 1.82 1.24 -0.17
F -0.26 1.96 -0.27
F 1.04 2.72 1.26
C -0.87 -1.62 0.93
C -1.25 -2.57 -0.20
H -1.86 -2.04 -0.94
H -0.30 -2.96 -0.58
H -1.95 -3.32 0.16
H -1.75 -1.21 1.42
H -0.52 -2.29 1.72
H -0.82 0.74 1.67
C 2.08 -0.07 -3.77
C 1.39 1.25 -3.35
C 2.09 2.59 -3.09
O 1.04 3.49 -3.41
C 0.21 2.91 -4.27
O -0.69 3.47 -4.85
O 0.43 1.61 -4.32
H 2.66 -0.01 -4.70
H 1.21 -0.69 -3.99
H 2.77 -0.50 -3.05
H 0.83 0.86 -2.49
H 2.97 2.62 -3.74
H 2.39 2.75 -2.06
C 4.17 4.35 0.55
C 3.25 5.55 0.28
C 2.09 5.17 -0.64
O 0.92 5.70 -0.03
C 1.26 6.24 1.16
O 0.41 6.63 1.89
O 2.56 6.09 1.42
H 3.54 3.55 0.93
H 5.02 4.76 1.08
H 4.56 4.07 -0.43
H 3.94 6.33 -0.04
H 2.00 4.11 -0.88
H 2.33 5.51 -1.65
C -2.93 2.76 -0.10
C -2.54 3.81 -1.17
O -3.71 4.50 -1.54
S -4.98 4.19 -0.57
O -6.17 3.80 -1.31
O -5.15 5.31 0.32
O -4.33 2.89 0.14
H -2.32 2.97 0.78
H -2.72 1.76 -0.47
H -2.15 3.30 -2.05
H -1.81 4.49 -0.75
C -2.25 -3.59 -3.75
C -3.54 -3.34 -4.51
O -3.15 -3.17 -5.87
S -1.55 -3.40 -6.10
O -0.97 -2.07 -6.06
O -1.23 -4.25 -7.19
O -1.38 -4.18 -4.68
H -2.39 -4.27 -2.90
H -1.85 -2.70 -3.27
H -4.00 -2.38 -4.27
H -4.30 -4.11 -4.31
C -5.87 0.84 4.94
C -6.52 1.70 3.87
O -5.75 1.68 2.69
S -4.35 0.86 2.93
O -3.35 1.81 3.34
O -3.99 0.13 1.76
O -4.97 0.03 4.17
H -6.52 0.21 5.54
H -5.21 1.45 5.56
H -6.66 2.75 4.15
H -7.57 1.45 3.71
*
```

Values from the calculation:
Highest occupied orbital energy in eV: -3.897
Gap between HOMO and LUMO in eV: 5.55
Energy in Ha: -4538.2807



# 2
One molecule with the formula C17H22N4O2S at a distorted geometry, computed with ωB97M-V/def2-TZVPD.

```
! wB97M-V def2-TZVPD RIJCOSX def2/J DEFGRID3
* xyz 0 1
C -2.37 -1.47 2.56
C -1.33 -0.54 2.06
N -0.18 -0.32 2.60
N 0.47 0.60 1.87
C -0.30 0.95 0.88
S 0.01 2.09 -0.40
C 1.73 2.67 -0.09
C 1.91 3.23 1.31
C 2.76 1.60 -0.48
O 3.45 1.75 -1.47
N 2.84 0.56 0.36
C 3.75 -0.54 0.12
C 3.04 -1.76 -0.50
C 2.38 -1.46 -1.86
C 0.88 -1.54 -1.57
C 0.85 -2.48 -0.37
O 2.01 -2.18 0.38
N -1.48 0.24 0.94
C -2.57 0.32 0.05
C -3.01 -0.83 -0.60
C -4.09 -0.76 -1.46
C -4.71 0.45 -1.69
C -4.26 1.60 -1.06
C -3.19 1.54 -0.18
H -2.21 -1.63 3.63
H -3.36 -1.06 2.40
H -2.30 -2.43 2.06
H 1.82 3.46 -0.84
H 1.22 4.06 1.47
H 1.74 2.47 2.06
H 2.93 3.61 1.40
H 2.16 0.44 1.11
H 4.53 -0.20 -0.56
H 4.18 -0.84 1.08
H 3.78 -2.56 -0.59
H 2.68 -0.49 -2.25
H 2.66 -2.23 -2.59
H 0.30 -1.91 -2.41
H 0.50 -0.55 -1.29
H 0.88 -3.53 -0.71
H -0.01 -2.35 0.29
H -2.51 -1.77 -0.42
H -4.43 -1.65 -1.96
H -5.55 0.51 -2.37
H -4.75 2.54 -1.24
H -2.84 2.42 0.32
*
```

Values from the calculation:
Highest occupied orbital energy in eV: -8.590
Gap between HOMO and LUMO in eV: 9.14
Energy in Ha: -1428.7139
Energy above the lowest of the compared OMol25 structures with the same formula, charge and spin in kJ/mol: 100.6
SMILES: Cc1nnc(S[C@@H](C)C(=O)NC[C@@H]2CCCO2)n1-c1ccccc1



# 3
C3H30CsLi2O16P as an isolated structure at a distorted geometry, computed with ωB97M-V/def2-TZVPD.

```
! wB97M-V def2-TZVPD RIJCOSX def2/J DEFGRID3
* xyz 0 1
Li -0.50 3.45 -1.10
Li 3.23 -0.47 -3.54
Cs 3.16 -5.53 3.15
P 0.01 -0.80 -0.45
O -1.18 -1.80 -0.24
O 1.38 -1.58 -0.60
O 0.02 0.27 0.66
O 0.04 0.00 -1.80
O -5.88 -0.21 0.61
H -5.12 -0.75 0.39
H -6.49 -0.81 1.04
O -2.36 -3.33 3.98
H -2.34 -3.11 3.05
H -1.79 -2.68 4.39
O 6.07 1.36 -1.79
H 7.00 1.53 -1.91
H 5.81 1.93 -1.06
O -4.21 3.75 -2.09
H -4.38 2.85 -1.80
H -5.07 4.18 -2.03
O 7.64 -2.87 0.47
H 6.73 -2.64 0.26
H 8.14 -2.57 -0.28
O -3.59 -6.58 -0.24
H -3.29 -6.88 -1.10
H -3.23 -5.70 -0.15
O -3.90 -2.87 -4.21
H -3.59 -2.02 -4.53
H -3.76 -2.83 -3.26
O -3.80 2.80 3.04
H -4.38 2.19 2.60
H -2.92 2.42 2.92
O 1.73 -5.77 -2.56
H 1.69 -4.94 -2.09
H 2.64 -6.06 -2.47
C -0.81 2.63 -7.62
O -1.61 1.79 -6.85
H 0.01 2.20 -8.19
H -1.40 3.10 -8.41
H -0.34 3.32 -6.92
H -1.17 1.72 -6.01
C 3.04 5.30 2.91
O 3.43 4.21 2.10
H 2.93 5.06 3.97
H 3.64 6.19 2.71
H 2.02 5.57 2.63
H 2.76 3.52 2.11
C 0.63 0.34 7.05
O 1.01 -0.47 5.96
H 0.19 -0.24 7.87
H 1.53 0.75 7.52
H -0.02 1.15 6.75
H 0.66 -0.05 5.18
*
```

Values from the calculation:
Highest occupied orbital energy in eV: -3.902
Gap between HOMO and LUMO in eV: 2.27
Energy in Ha: -1712.4491
Energy above the lowest of the compared OMol25 structures with the same formula, charge and spin in kJ/mol: 1467.0



# 4
C5H7NO as an isolated structure, computed with ωB97M-V/def2-TZVPD.

```
! wB97M-V def2-TZVPD RIJCOSX def2/J DEFGRID3
* xyz 0 1
C -1.79 -1.00 1.19
N -1.03 -1.37 -0.03
C -0.38 -0.39 -0.45
O -0.49 0.88 0.10
C 0.65 1.31 -0.62
C 1.82 0.47 -0.25
C 0.82 -0.01 -1.30
H -2.86 -1.18 1.03
H -1.40 -1.62 2.00
H -1.69 0.04 1.51
H 0.62 2.33 -0.94
H 1.84 -0.06 0.71
H 2.78 0.82 -0.60
H 1.09 -0.22 -2.33
*
```

Values from the calculation:
Highest occupied orbital energy in eV: -9.524
Gap between HOMO and LUMO in eV: 10.55
Energy in Ha: -324.6161
Energy above the lowest of the compared OMol25 structures with the same formula, charge and spin in kJ/mol: 284.6



# 5
A 11-piece molecular cluster, C56H134B3ClF12N7O4 overall at a distorted geometry, computed with ωB97M-V/def2-TZVPD.

```
! wB97M-V def2-TZVPD RIJCOSX def2/J DEFGRID3
* xyz 3 1
C 5.85 2.85 -2.59
C 4.97 2.95 -1.33
N 4.89 1.70 -0.46
C 6.28 1.22 -0.15
C 4.17 1.99 0.87
C 4.51 3.33 1.49
C 4.19 0.62 -1.28
C 3.95 -0.69 -0.54
O 3.10 -0.57 0.57
C 2.90 -1.83 1.21
H 5.66 2.01 -3.25
H 6.87 2.86 -2.21
H 5.60 3.81 -3.05
H 3.92 3.23 -1.50
H 5.40 3.74 -0.72
H 6.79 2.08 0.28
H 6.81 0.91 -1.05
H 6.28 0.33 0.46
H 4.46 1.14 1.48
H 3.09 1.89 0.73
H 3.89 3.42 2.38
H 4.14 4.15 0.88
H 5.57 3.38 1.71
H 4.65 0.49 -2.25
H 3.24 1.11 -1.55
H 4.91 -1.13 -0.22
H 3.52 -1.41 -1.24
H 1.98 -1.79 1.80
H 3.72 -2.02 1.90
H 2.74 -2.62 0.47
C 0.41 -0.06 3.65
C 0.65 0.87 2.47
N -0.38 0.83 1.36
C -0.26 -0.41 0.55
C -1.74 0.86 2.00
C -2.03 2.12 2.77
C -0.04 2.01 0.47
C -0.74 2.14 -0.87
O -2.13 1.96 -0.72
C -2.84 2.20 -1.93
H -0.48 0.12 4.25
H 1.17 0.03 4.44
H 0.49 -1.15 3.56
H 1.63 0.72 2.03
H 0.64 1.88 2.87
H -0.96 -0.37 -0.27
H -0.51 -1.26 1.20
H 0.77 -0.53 0.20
H -1.91 -0.05 2.58
H -2.46 0.81 1.18
H -1.24 2.36 3.48
H -2.95 2.12 3.37
H -2.17 2.91 2.03
H 0.97 1.71 0.22
H -0.12 2.96 1.00
H -0.33 1.35 -1.53
H -0.40 3.00 -1.46
H -3.90 2.32 -1.74
H -2.64 1.36 -2.61
H -2.47 3.16 -2.31
C -3.64 -5.19 5.16
C -4.28 -3.81 5.23
N -3.32 -2.69 5.65
C -1.99 -2.92 4.97
C -3.85 -1.38 5.13
C -5.28 -1.08 5.59
C -3.11 -2.73 7.16
C -2.43 -1.53 7.80
O -2.44 -1.76 9.18
C -1.29 -2.44 9.67
H -2.96 -5.19 4.32
H -4.39 -5.97 5.01
H -3.16 -5.50 6.08
H -5.03 -3.85 6.02
H -4.74 -3.46 4.32
H -1.25 -2.15 5.17
H -2.10 -2.94 3.88
H -1.57 -3.84 5.35
H -3.78 -1.45 4.05
H -3.29 -0.56 5.56
H -5.36 -0.82 6.64
H -6.02 -1.85 5.39
H -5.61 -0.18 5.06
H -2.80 -3.71 7.50
H -4.15 -2.52 7.43
H -3.01 -0.62 7.63
H -1.43 -1.37 7.42
H -1.41 -2.56 10.74
H -0.37 -1.89 9.46
H -1.17 -3.45 9.26
C -4.25 6.72 5.06
C -3.58 6.88 3.70
N -2.08 7.10 3.76
C -1.72 8.35 4.52
C -1.41 5.93 4.48
C 0.07 5.76 4.27
C -1.58 7.32 2.36
C -1.80 6.21 1.35
O -3.12 6.27 0.83
C -3.48 5.05 0.22
H -4.42 7.72 5.46
H -3.69 6.20 5.83
H -5.20 6.21 4.98
H -4.02 7.68 3.11
H -3.70 5.95 3.15
H -2.20 8.25 5.49
H -2.05 9.26 4.02
H -0.64 8.41 4.65
H -1.93 5.05 4.11
H -1.62 6.06 5.53
H 0.38 5.79 3.23
H 0.39 4.82 4.73
H 0.62 6.53 4.82
H -0.51 7.50 2.44
H -1.96 8.27 1.98
H -1.60 5.27 1.88
H -1.15 6.40 0.50
H -4.38 5.22 -0.39
H -3.74 4.22 0.87
H -2.71 4.73 -0.49
C 0.05 -9.22 -2.84
C 0.08 -8.55 -1.46
C 0.39 -7.06 -1.61
N 1.04 -6.46 -0.37
C 2.43 -7.02 -0.19
C 0.16 -6.40 0.84
C -0.87 -5.31 0.51
C 0.05 -4.25 -0.06
C 1.25 -4.96 -0.71
H -0.82 -8.92 -3.42
H -0.05 -10.29 -2.70
H 0.90 -8.95 -3.47
H 0.80 -9.14 -0.90
H -0.86 -8.67 -0.93
H -0.56 -6.57 -1.81
H 1.03 -6.76 -2.44
H 2.86 -6.55 0.69
H 2.88 -7.09 -1.18
H 2.31 -8.07 0.09
H 0.82 -6.17 1.68
H -0.26 -7.40 1.01
H -1.30 -4.91 1.43
H -1.60 -5.64 -0.22
H 0.36 -3.55 0.72
H -0.42 -3.63 -0.83
H 2.18 -4.65 -0.26
H 1.30 -4.84 -1.79
C 0.12 -6.88 -6.22
C -1.13 -6.01 -6.10
C -0.85 -4.54 -6.22
N -1.89 -3.63 -5.58
C -3.28 -4.04 -5.96
C -1.58 -2.18 -5.97
C -2.30 -1.38 -4.91
C -2.00 -2.18 -3.63
C -1.73 -3.64 -4.06
H 0.86 -6.62 -5.47
H 0.58 -6.83 -7.21
H -0.13 -7.94 -6.09
H -1.56 -6.15 -5.10
H -1.84 -6.38 -6.85
H -0.77 -4.24 -7.27
H 0.11 -4.22 -5.80
H -3.41 -3.81 -7.01
H -3.99 -3.50 -5.33
H -3.42 -5.08 -5.67
H -2.00 -1.98 -6.95
H -0.50 -2.05 -5.93
H -3.35 -1.43 -5.21
H -1.89 -0.40 -4.71
H -2.75 -2.22 -2.85
H -1.08 -1.87 -3.14
H -2.40 -4.40 -3.65
H -0.69 -3.91 -3.89
C 3.45 1.79 -8.25
C 2.56 2.07 -7.01
C 2.36 3.54 -6.71
N 1.46 3.81 -5.52
C 0.10 3.15 -5.61
C 1.21 5.34 -5.47
C 2.26 5.90 -4.54
C 2.26 4.82 -3.44
C 2.18 3.52 -4.20
H 3.07 2.40 -9.08
H 3.44 0.74 -8.53
H 4.45 2.10 -7.96
H 3.04 1.53 -6.19
H 1.61 1.55 -7.09
H 1.83 3.95 -7.57
H 3.22 4.17 -6.52
H 0.28 2.10 -5.81
H -0.50 3.66 -6.35
H -0.26 3.09 -4.58
H 0.26 5.52 -4.98
H 1.23 5.77 -6.47
H 2.02 6.86 -4.10
H 3.24 5.95 -5.03
H 1.32 4.98 -2.91
H 3.10 4.89 -2.76
H 1.64 2.75 -3.66
H 3.18 3.15 -4.43
Cl 1.23 -1.06 7.01
B 1.81 5.09 0.35
F 2.22 4.16 -0.66
F 2.48 6.30 0.18
F 0.42 5.30 0.16
F 2.06 4.48 1.58
B 1.76 -4.36 3.55
F 0.41 -3.93 3.46
F 2.45 -3.39 4.32
F 1.87 -5.55 4.24
F 2.38 -4.50 2.28
B 1.15 -0.39 -3.61
F 1.12 -1.58 -4.38
F 0.96 -0.70 -2.26
F 2.41 0.24 -3.73
F 0.18 0.51 -4.07
*
```

Values from the calculation:
Highest occupied orbital energy in eV: -10.579
Gap between HOMO and LUMO in eV: 5.21
Energy in Ha: -4631.1736



# 6
One molecule with the formula C4H8N2O2 at a distorted geometry, computed with ωB97M-V/def2-TZVPD.

```
! wB97M-V def2-TZVPD RIJCOSX def2/J DEFGRID3
* xyz 0 1
O 0.37 0.58 1.55
N -0.56 -0.47 1.86
C -0.74 -1.37 0.97
O -0.24 -1.65 -0.25
C 0.86 -0.77 -0.74
C 0.09 0.37 -1.43
C 0.59 1.67 -1.44
N -0.68 1.40 -0.65
H 0.34 1.01 2.40
H -1.41 -2.06 1.44
H 1.29 -1.35 -1.66
H 1.86 -0.56 -0.17
H -0.57 0.01 -2.28
H 1.53 2.04 -0.87
H 0.24 2.25 -2.17
H -0.29 1.30 0.36
*
```

Values from the calculation:
Highest occupied orbital energy in eV: -9.318
Gap between HOMO and LUMO in eV: 10.05
Energy in Ha: -417.0228
Energy above the lowest of the compared OMol25 structures with the same formula, charge and spin in kJ/mol: 612.3
SMILES: O/N=C\OC[C@@H]1CN1



# 7
One molecule with the formula C3H5NO, computed with ωB97M-V/def2-TZVPD.

```
! wB97M-V def2-TZVPD RIJCOSX def2/J DEFGRID3
* xyz 0 1
C -0.73 -1.19 0.36
C -0.10 2.21 0.00
N 0.54 1.15 -0.21
C 1.19 0.06 -0.19
O 0.66 -1.15 0.08
H -0.90 -2.13 0.89
H -1.31 -1.17 -0.56
H -0.58 2.54 -0.95
H -1.03 -0.35 0.99
H 2.25 0.02 -0.41
*
```

Values from the calculation:
Highest occupied orbital energy in eV: -7.862
Gap between HOMO and LUMO in eV: 8.75
Energy in Ha: -247.1891
Energy above the lowest of the compared OMol25 structures with the same formula, charge and spin in kJ/mol: 310.1